[1]
{
  "formula": "C5H6O2",
  "method": "ωB97M-V with the def2-TZVPD basis set",
  "energy_ev": -9370.9026,
  "lumo_ha": [-0.026, -0.019],
  "fmax_ev_per_a": 0.845,
  "orbital_gap_ha": [0.2674, 0.3074],
  "homo_energy_ev": [-7.979, -8.872],
  "relative_energy_ev": 6.193,
  "total_charge": 0,
  "elements": ["O", "C", "C", "O", "C", "C", "C", "H", "H", "H", "H", "H", "H"],
  "positions_angstrom": [[0.2490, 0.6831, 1.5726], [0.5682, 0.9474, 0.3915], [1.5769, 0.0122, -0.2841], [0.6004, -1.0120, -0.6340], [-0.7147, -0.3831, -0.5027], [-1.2643, -0.4780, 0.8673], [-0.4863, 1.0823, -0.5589], [2.3017, -0.4260, 0.4038], [2.0643, 0.4154, -1.1742], [-1.4036, -0.7806, -1.2529], [-0.8072, -1.1255, 1.6042], [-2.3142, -0.2443, 1.0139], [-0.2858, 1.4699, -1.5542]],
  "mulliken_charge": [-0.50, 0.64, -0.50, -0.44, 0.08, -0.58, -0.55, 0.29, 0.27, 0.42, 0.29, 0.30, 0.29]
}

***

[2]
{
  "formula": "C2H5N2O",
  "method": "ωB97M-V with the def2-TZVPD basis set",
  "energy_ev": -7171.2545,
  "lumo_ha": -0.131,
  "fmax_ev_per_a": 4.651,
  "orbital_gap_ha": 0.3302,
  "homo_energy_ev": -12.555,
  "relative_energy_ev": 4.777,
  "total_charge": 1,
  "elements": ["C", "C", "N", "N", "O", "H", "H", "H", "H", "H"],
  "positions_angstrom": [[-1.5825, 0.3253, 0.1511], [0.5553, 0.5371, -0.4035], [-2.6575, 0.2371, -0.3088], [1.6288, -0.1954, 0.3313], [-0.5012, 0.5881, 0.6682], [0.2033, -0.0460, -1.1551], [-3.5051, -0.0634, -0.6890], [1.4032, -1.1482, 0.6666], [2.1595, 0.2805, 1.0508], [2.2961, -0.5151, -0.3116]],
  "mulliken_charge": [0.63, -0.72, -0.12, -0.26, -0.15, 0.29, 0.30, 0.35, 0.35, 0.33]
}

***

[3]
{
  "formula": "C49H72FNO25",
  "method": "ωB97M-V with the def2-TZVPD basis set",
  "energy_ev": -107375.0251,
  "lumo_ha": -0.024,
  "fmax_ev_per_a": 4.647,
  "orbital_gap_ha": 0.3122,
  "homo_energy_ev": -9.148,
  "smiles": "CCCc1c2c(c(COCCOCC)c(F)c1[C@H](C)CCC)C(=O)NC2=O.C[C@@H]1COC(=O)O1.C[C@@H]1COC(=O)O1.C[C@@H]1COC(=O)O1.C[C@@H]1COC(=O)O1.C[C@@H]1COC(=O)O1.C[C@@H]1COC(=O)O1.C[C@@H]1COC(=O)O1",
  "total_charge": 0,
  "elements": ["C", "C", "C", "C", "C", "C", "C", "C", "O", "C", "C", "O", "C", "C", "C", "F", "C", "C", "C", "C", "C", "C", "C", "O", "N", "C", "O", "H", "H", "H", "H", "H", "H", "H", "H", "H", "H", "H", "H", "H", "H", "H", "H", "H", "H", "H", "H", "H", "H", "H", "H", "H", "H", "H", "H", "H", "H", "C", "C", "C", "O", "C", "O", "O", "H", "H", "H", "H", "H", "H", "C", "C", "C", "O", "C", "O", "O", "H", "H", "H", "H", "H", "H", "C", "C", "C", "O", "C", "O", "O", "H", "H", "H", "H", "H", "H", "C", "C", "C", "O", "C", "O", "O", "H", "H", "H", "H", "H", "H", "C", "C", "C", "O", "C", "O", "O", "H", "H", "H", "H", "H", "H", "C", "C", "C", "O", "C", "O", "O", "H", "H", "H", "H", "H", "H", "C", "C", "C", "O", "C", "O", "O", "H", "H", "H", "H", "H", "H"],
  "positions_angstrom": [[-4.6142, 2.1189, -3.5673], [-5.0509, 3.3731, -2.6973], [-4.3724, 3.4470, -1.2521], [-3.6549, 2.0655, -0.9811], [-4.5290, 0.9628, -0.4507], [-3.8398, -0.3427, -0.2315], [-2.4477, -0.6272, -0.5011], [-1.8845, -2.0646, -0.2648], [-0.6001, -2.2957, -0.8163], [-0.6591, -3.0535, -2.0317], [-0.1207, -2.2594, -3.2996], [-1.0321, -2.4158, -4.4040], [-1.6496, -1.1750, -4.7717], [-3.1705, -1.5020, -5.1325], [-1.6449, 0.5247, -1.0042], [-0.3070, 0.3861, -1.2583], [-2.2230, 1.8751, -1.2683], [-1.3382, 3.0407, -1.8311], [-0.6758, 2.6866, -3.2254], [-0.2307, 3.3793, -0.7403], [0.3807, 4.8400, -0.9455], [-0.2777, 5.8940, 0.0206], [-4.9890, -1.2255, 0.3214], [-5.0639, -2.4060, 0.5299], [-6.1211, -0.3651, 0.6236], [-6.0339, 0.9108, -0.0856], [-6.9076, 1.6862, -0.3267], [-3.5092, 2.0443, -3.7223], [-5.0585, 2.2714, -4.5956], [-5.0617, 1.1599, -3.1869], [-4.8113, 4.2913, -3.2880], [-6.1547, 3.2518, -2.5169], [-3.6831, 4.3132, -1.1169], [-5.1589, 3.5057, -0.4498], [-1.7796, -2.1861, 0.8550], [-2.6735, -2.7930, -0.5786], [0.0463, -3.9255, -1.9046], [-1.6586, -3.4952, -2.2692], [0.1250, -1.1940, -3.0687], [0.8450, -2.7411, -3.6276], [-1.6267, -0.3929, -3.9680], [-1.2044, -0.7293, -5.7013], [-3.5905, -0.7916, -5.8872], [-3.7290, -1.4419, -4.1622], [-3.1619, -2.5556, -5.5194], [-1.9391, 3.9746, -1.9995], [-1.2907, 3.1688, -4.0392], [-0.6414, 1.5879, -3.4317], [0.3557, 3.1243, -3.3430], [0.6195, 2.6433, -0.7593], [-0.7231, 3.3014, 0.2716], [1.4845, 4.8088, -0.7282], [0.2167, 5.1364, -2.0154], [-0.1361, 5.6623, 1.1071], [0.2174, 6.8861, -0.1822], [-1.3731, 6.0213, -0.1728], [-6.1489, -0.1009, 1.6144], [-2.6795, 0.3072, 3.4344], [-2.1719, 1.7018, 3.2800], [-2.0695, 2.4613, 4.5715], [-2.1877, 3.8112, 4.1222], [-2.9279, 3.7703, 2.9756], [-3.3755, 4.7289, 2.4304], [-3.0849, 2.4868, 2.5433], [-3.5847, 0.2754, 4.0474], [-2.9464, -0.1119, 2.4616], [-1.9275, -0.3326, 3.8985], [-1.2228, 1.6991, 2.7352], [-1.1220, 2.3004, 5.0858], [-2.8913, 2.2539, 5.2633], [3.6961, 3.3169, 4.4725], [3.0703, 2.4000, 3.4474], [1.9358, 3.0162, 2.6812], [1.1783, 1.8664, 2.2942], [1.4081, 0.9140, 3.2473], [0.7906, -0.1057, 3.3432], [2.4236, 1.2856, 4.0702], [2.9353, 3.7879, 5.0989], [4.3488, 2.7545, 5.1422], [4.2799, 4.1015, 3.9886], [3.8419, 2.0052, 2.7778], [2.2708, 3.5740, 1.8069], [1.2953, 3.6592, 3.2924], [-1.9389, -7.0654, -7.9830], [-2.3551, -5.6965, -8.4691], [-1.6890, -4.5581, -7.7490], [-2.6376, -3.5032, -7.9212], [-3.8598, -4.0972, -8.0396], [-4.8953, -3.5113, -8.0068], [-3.7350, -5.4434, -8.1915], [-1.9916, -7.1303, -6.8941], [-2.6094, -7.8312, -8.3767], [-0.9188, -7.2952, -8.2955], [-2.2149, -5.6254, -9.5533], [-0.7255, -4.2902, -8.1815], [-1.5633, -4.7348, -6.6768], [6.2888, 0.9854, 8.3312], [6.7989, 2.3993, 8.1799], [6.9006, 3.1571, 9.4716], [6.7839, 4.5117, 9.0291], [6.0422, 4.4867, 7.8878], [5.5947, 5.4544, 7.3550], [5.8742, 3.2122, 7.4416], [5.3839, 0.9546, 8.9435], [6.0244, 0.5675, 7.3580], [7.0434, 0.3485, 8.7948], [7.7482, 2.3973, 7.6366], [7.8483, 2.9938, 9.9834], [6.0787, 2.9502, 10.1638], [-6.1057, -2.8838, -2.4158], [-6.6741, -3.8960, -3.3827], [-7.6657, -4.8437, -2.7698], [-7.5599, -5.9796, -3.6292], [-6.2919, -5.9707, -4.1321], [-5.8022, -6.8724, -4.7333], [-5.6633, -4.7970, -3.8454], [-5.7597, -3.3639, -1.4995], [-5.2402, -2.3810, -2.8538], [-6.8539, -2.1332, -2.1524], [-7.0913, -3.3858, -4.2574], [-8.6815, -4.4496, -2.7675], [-7.3994, -5.1545, -1.7554], [9.9661, 3.3932, 2.5815], [9.3277, 3.4698, 3.9489], [9.9239, 4.5132, 4.8502], [9.6261, 3.9885, 6.1453], [9.5612, 2.6369, 6.0116], [9.5154, 1.8746, 6.9286], [9.5614, 2.2740, 4.7018], [11.0551, 3.3531, 2.6559], [9.6526, 2.4854, 2.0632], [9.6913, 4.2579, 1.9755], [8.2441, 3.5941, 3.8496], [9.4746, 5.4962, 4.7147], [11.0100, 4.5994, 4.7564], [4.2380, -5.2629, 0.6995], [3.1375, -5.1718, -0.3321], [2.0752, -6.2254, -0.1948], [1.5705, -6.3150, -1.5282], [2.5968, -5.9629, -2.3552], [2.5856, -6.1054, -3.5357], [3.6341, -5.4351, -1.6476], [4.6235, -6.2821, 0.7765], [5.0800, -4.6284, 0.4176], [3.8765, -4.9534, 1.6814], [2.7083, -4.1640, -0.3334], [1.2868, -5.9413, 0.5016], [2.4686, -7.2056, 0.0896]],
  "mulliken_charge": [-0.61, -0.67, -1.41, 1.62, 0.05, 0.50, 0.92, -1.24, -0.36, 0.16, -0.30, -0.34, 0.49, -0.18, 0.70, -0.51, 0.37, -0.21, -1.23, 0.02, -0.67, -1.07, -0.19, -0.57, -0.32, -0.34, -0.54, 0.01, 0.50, 0.00, 0.39, 0.28, 0.30, 0.53, 0.31, 0.46, -0.19, 0.15, 0.19, 0.28, -0.41, 0.27, 0.43, -0.44, -0.12, 0.27, 0.33, 0.03, 0.41, 0.25, -0.31, 0.37, 0.37, 0.19, 0.40, 0.24, 0.34, -1.39, 1.66, -0.47, -0.37, 0.42, -0.56, -0.22, 0.43, 0.06, 0.37, -0.59, 0.31, 0.32, -1.50, 0.74, -0.62, 0.08, 0.42, -0.55, -0.38, 0.36, 0.29, 0.39, 0.26, 0.28, 0.27, -1.47, 0.51, -0.43, -0.29, 0.69, -0.56, -0.34, 0.35, 0.36, 0.38, 0.26, 0.34, 0.25, -1.61, 1.41, -0.54, -0.36, 0.61, -0.56, -0.24, 0.42, 0.36, 0.39, -0.56, 0.33, 0.33, -0.76, 0.48, -0.56, -0.35, 0.53, -0.54, -0.27, 0.35, -0.26, 0.43, 0.33, 0.35, 0.31, -1.49, 0.57, -0.50, -0.31, 0.70, -0.59, -0.36, 0.35, 0.36, 0.39, 0.25, 0.33, 0.31, -1.53, 0.80, -0.51, -0.34, 0.65, -0.54, -0.37, 0.36, 0.36, 0.38, 0.13, 0.30, 0.35]
}